{
  "formula": "C21H35B2ClO12",
  "method": "wB97M-V/def2-TZVPD",
  "smiles": "O=C1CCCO1.O=C1CCCO1.O=C1CCCO1.O=C1CCCO1.O=C1CCCO1.OB(O)CBCl",
  "energy_ev": -60794.939,
  "gap_ev": 10.32,
  "largest_force_ev_per_a": 1.06,
  "charge": 0,
  "e_above_lowest_ev": 0.203,
  "species": ["O", "C", "C", "C", "C", "O", "H", "H", "H", "H", "H", "H", "O", "C", "C", "C", "C", "O", "H", "H", "H", "H", "H", "H", "O", "C", "C", "C", "C", "O", "H", "H", "H", "H", "H", "H", "O", "C", "C", "C", "C", "O", "H", "H", "H", "H", "H", "H", "O", "C", "C", "C", "C", "O", "H", "H", "H", "H", "H", "H", "O", "B", "O", "C", "B", "Cl", "H", "H", "H", "H", "H"],
  "xyz": [[-1.1643, -0.6518, -2.1705], [-1.8104, 0.3144, -1.8592], [-2.3931, 1.3672, -2.7739], [-2.7241, 2.4984, -1.8003], [-2.9920, 1.7333, -0.5125], [-2.1332, 0.5752, -0.5793], [-3.2856, 0.9595, -3.2530], [-1.6609, 1.6627, -3.5217], [-3.5560, 3.1263, -2.1079], [-1.8514, 3.1398, -1.6730], [-4.0274, 1.3916, -0.4385], [-2.7439, 2.3110, 0.3725], [0.2217, -6.2999, 0.3351], [0.3806, -6.6469, 1.4677], [-0.6342, -6.6108, 2.5913], [0.2414, -6.7752, 3.8328], [1.4108, -7.5840, 3.2849], [1.5462, -7.1692, 1.9131], [-1.3252, -7.4448, 2.4586], [-1.1816, -5.6723, 2.5792], [-0.2566, -7.2564, 4.6717], [0.5921, -5.7977, 4.1650], [1.2174, -8.6587, 3.3017], [2.3449, -7.3878, 3.8045], [-0.1632, 2.7921, -4.4642], [0.4909, 3.5776, -3.8385], [1.9656, 3.5041, -3.5144], [2.1048, 4.5225, -2.3865], [0.9864, 5.5053, -2.7088], [-0.0448, 4.7098, -3.3262], [2.5348, 3.7900, -4.4010], [2.2393, 2.5064, -3.1941], [3.0851, 4.9891, -2.3260], [1.9069, 4.0351, -1.4316], [1.2974, 6.2758, -3.4178], [0.5739, 5.9876, -1.8262], [-4.0472, 4.8170, 0.8684], [-3.9492, 4.3851, 1.9768], [-5.0255, 4.3857, 3.0454], [-4.2336, 4.0848, 4.3155], [-3.0730, 3.2626, 3.7709], [-2.8327, 3.7714, 2.4431], [-5.7429, 3.5975, 2.8127], [-5.5288, 5.3468, 3.0787], [-4.8007, 3.5663, 5.0852], [-3.8587, 5.0151, 4.7436], [-3.3134, 2.2005, 3.6929], [-2.1651, 3.3746, 4.3572], [3.3870, 1.6287, -1.7255], [4.1522, 0.7091, -1.6725], [3.8637, -0.7049, -1.2140], [5.2660, -1.2725, -0.9953], [6.0882, -0.4682, -1.9948], [5.4389, 0.8157, -2.0701], [3.3290, -1.2223, -2.0137], [3.2581, -0.7004, -0.3124], [5.3436, -2.3471, -1.1457], [5.5959, -1.0510, 0.0199], [6.0833, -0.9138, -2.9916], [7.1185, -0.3224, -1.6813], [1.8388, -2.9900, 0.8360], [0.7496, -2.4243, 0.2058], [0.6564, -1.0624, 0.1443], [-0.4376, -3.2827, -0.3872], [-1.7208, -2.6817, 0.2092], [-2.0702, -2.8711, 1.9524], [2.2976, -3.5639, 0.2048], [0.3654, -0.7758, -0.7427], [-0.2953, -4.3259, -0.1116], [-0.4692, -3.2109, -1.4684], [-2.4602, -2.0891, -0.4896]]
}

=====

{
  "formula": "C21H35BClFIN4O8P2S",
  "method": "wB97M-V/def2-TZVPD",
  "energy_ev": -98112.640,
  "gap_ev": 6.82,
  "largest_force_ev_per_a": 3.18,
  "charge": 1,
  "e_above_lowest_ev": 0.000,
  "species": ["C", "C", "O", "B", "O", "C", "C", "C", "O", "N", "C", "O", "F", "C", "P", "S", "C", "C", "C", "O", "Cl", "C", "P", "O", "I", "N", "C", "C", "C", "C", "H", "H", "H", "H", "H", "H", "H", "H", "H", "H", "H", "H", "H", "H", "H", "H", "H", "H", "H", "H", "H", "C", "C", "O", "N", "C", "H", "H", "H", "H", "H", "H", "H", "C", "C", "O", "N", "C", "H", "H", "H", "H", "H", "H", "H"],
  "xyz": [[0.5683, -4.3972, -1.1877], [-0.6281, -3.7229, -1.8844], [-0.1049, -2.9075, -2.9700], [-0.4857, -1.5969, -2.9011], [-1.1834, -1.0376, -3.9272], [-0.1717, -0.6252, -1.6558], [-1.3010, -0.1678, -0.9992], [-2.7151, -0.5982, -1.4177], [-3.1848, -1.5627, -0.8671], [-3.3498, 0.1533, -2.4309], [-4.7337, -0.1692, -2.5465], [-5.0830, -1.1668, -3.0925], [-5.6213, 0.6870, -2.0384], [-1.2226, 0.7027, 0.0828], [-2.7319, 1.2809, 0.9534], [-3.0909, 3.1003, 0.3620], [0.0801, 1.1028, 0.4400], [0.1966, 2.0952, 1.5781], [0.4000, 1.3987, 2.9411], [0.0629, 0.2756, 3.1386], [1.1246, 2.4384, 4.1706], [1.1828, 0.6023, -0.2310], [2.7531, 1.3737, 0.5072], [3.9236, 1.4556, -0.6340], [3.6636, -0.2059, 2.1765], [1.0546, -0.2752, -1.2683], [2.2078, -0.8244, -1.9853], [3.2723, -1.5202, -1.0988], [2.7980, 0.1622, -3.0517], [2.1464, 0.0000, -4.4394], [1.0362, -3.7016, -0.4771], [0.2918, -5.3366, -0.7050], [1.3180, -4.6187, -1.9601], [-1.2392, -3.1465, -1.1750], [-1.2825, -4.5171, -2.2639], [-1.6264, -1.7609, -4.3958], [-3.2059, 1.1394, -2.1862], [-3.7968, 0.3794, 0.7399], [-2.4442, 1.2666, 2.3363], [-0.7262, 2.6860, 1.7053], [0.9769, 2.8474, 1.4089], [4.1544, 2.3864, -0.7714], [1.9409, -1.6648, -2.6401], [4.1979, -0.9580, -0.9662], [3.5639, -2.4943, -1.5134], [2.7767, -1.7745, -0.1526], [3.8867, 0.0436, -3.0656], [2.6220, 1.2018, -2.7383], [2.4856, -0.9021, -4.9590], [1.0566, 0.0747, -4.3500], [2.4811, 0.8531, -5.0460], [3.3708, 4.9341, 3.3682], [3.0615, 5.6145, 2.0587], [2.8869, 4.9743, 1.0246], [2.9787, 6.9643, 2.0515], [3.1526, 7.8810, 3.1651], [3.4005, 3.8612, 3.2048], [4.3419, 5.2543, 3.7476], [2.5935, 5.1535, 4.1010], [2.7689, 7.3491, 1.1434], [2.2373, 8.4602, 3.2939], [3.9714, 8.5644, 2.9374], [3.3739, 7.3555, 4.0876], [-3.3632, -3.0919, 1.8292], [-2.8341, -4.4821, 1.5784], [-1.6960, -4.6742, 1.1680], [-3.6634, -5.5249, 1.8205], [-5.0328, -5.4912, 2.3037], [-2.5855, -2.3724, 1.5881], [-4.2262, -2.8983, 1.1915], [-3.6377, -2.9692, 2.8782], [-3.2449, -6.4224, 1.6310], [-5.0929, -6.0486, 3.2394], [-5.6808, -5.9695, 1.5680], [-5.3748, -4.4758, 2.4720]]
}

=====

{
  "formula": "C21H35BO2P2Pt",
  "method": "wB97M-V/def2-TZVPD",
  "energy_ev": -48920.060,
  "spin_multiplicity": 5,
  "gap_ev": [6.27, 3.35],
  "largest_force_ev_per_a": 4.13,
  "charge": 2,
  "e_above_lowest_ev": 0.006,
  "species": ["P", "P", "C", "C", "H", "H", "H", "H", "C", "H", "H", "H", "C", "H", "H", "H", "C", "H", "H", "H", "C", "H", "H", "H", "Pt", "C", "C", "C", "C", "C", "C", "C", "C", "C", "H", "H", "H", "H", "H", "H", "H", "H", "H", "H", "H", "H", "H", "H", "H", "O", "B", "O", "C", "C", "C", "C", "C", "C", "H", "H", "H", "H"],
  "xyz": [[2.3530, -1.2636, -1.5284], [0.8021, 1.8991, -1.8912], [2.8651, -0.0452, -2.8397], [2.3737, 1.4101, -2.8122], [2.5027, -0.4820, -3.7802], [3.9573, -0.0264, -2.8853], [3.1366, 2.0983, -2.4183], [2.1533, 1.7147, -3.8436], [0.4416, 3.4450, -2.8451], [0.8529, 4.2935, -2.2807], [-0.6535, 3.5454, -2.9147], [0.8679, 3.4316, -3.8561], [1.5066, 2.6545, -0.3730], [0.7599, 3.3384, 0.0614], [2.4020, 3.2264, -0.6662], [1.7621, 1.8895, 0.3794], [2.3879, -2.8083, -2.5539], [2.8762, -3.6057, -1.9736], [2.8924, -2.6670, -3.5231], [1.3574, -3.1267, -2.7923], [3.7854, -1.4556, -0.4081], [4.5288, -0.6679, -0.5850], [4.1952, -2.4536, -0.6053], [3.4284, -1.3958, 0.6358], [-1.5108, 0.7125, -3.8789], [-1.1710, 1.6743, -5.6595], [-2.5713, 1.7300, -5.2581], [-3.6192, 0.7624, -5.7821], [-3.2422, -0.7508, -5.6723], [-2.2802, -1.0531, -4.5320], [-0.8540, -1.0287, -4.8523], [-0.3369, -0.6661, -6.2171], [-0.7706, 0.7266, -6.7422], [-1.4433, -1.5173, -1.2355], [-0.5770, 2.5934, -5.5904], [-2.9401, 2.6874, -4.8665], [-3.9298, 1.0452, -6.8060], [-4.5088, 0.8640, -5.1384], [-4.1404, -1.3404, -5.4358], [-2.7976, -1.1228, -6.6123], [-2.5914, -1.7966, -3.7687], [-0.1985, -1.7140, -4.2872], [-0.5334, -1.4219, -6.9839], [0.7529, -0.5950, -6.1543], [0.0770, 1.1708, -7.2751], [-1.5764, 0.6340, -7.4711], [-1.1645, -2.5825, -1.1758], [-0.7297, -1.0068, -1.9254], [-2.4291, -1.4341, -1.7091], [-2.2639, 0.1940, 0.5626], [-1.3499, -0.7777, 0.1223], [-0.1751, -0.7145, 0.8827], [-0.2974, 0.4055, 1.6634], [0.4967, 0.7326, 2.7452], [-0.1000, 1.5322, 3.7395], [-1.3861, 2.0672, 3.5808], [-2.1298, 1.8319, 2.4144], [-1.5970, 0.9551, 1.4826], [1.5235, 0.3516, 2.7838], [0.4739, 1.7661, 4.6405], [-1.8144, 2.7414, 4.3320], [-3.1032, 2.2759, 2.2147]]
}

=====

{
  "formula": "C21H35CsN5O2S2Si",
  "method": "wB97M-V/def2-TZVPD",
  "energy_ev": -63983.795,
  "spin_multiplicity": 2,
  "gap_ev": [3.29, 5.02],
  "largest_force_ev_per_a": 0.30,
  "charge": -2,
  "e_above_lowest_ev": 0.000,
  "species": ["Cs", "C", "C", "N", "C", "S", "N", "N", "C", "C", "C", "C", "C", "C", "C", "N", "H", "H", "H", "H", "H", "H", "H", "H", "H", "H", "H", "H", "H", "C", "S", "C", "O", "H", "H", "H", "H", "H", "H", "O", "N", "C", "C", "C", "C", "C", "H", "H", "H", "H", "H", "C", "Si", "C", "C", "C", "H", "H", "H", "H", "H", "H", "H", "H", "H", "H", "H"],
  "xyz": [[1.2606, 0.3985, -0.2814], [2.6173, 7.0399, 0.1332], [3.0005, 6.2000, -1.0842], [3.5718, 4.9068, -0.7590], [2.7692, 3.9595, -0.0725], [1.0936, 3.8152, -0.5486], [3.4318, 3.3125, 0.8367], [2.8116, 2.2396, 1.4428], [3.2527, 1.9363, 2.6524], [4.3117, 2.7623, 3.3482], [2.7122, 0.8137, 3.3471], [3.0802, 0.5384, 4.7023], [2.5534, -0.5233, 5.3800], [1.6270, -1.3750, 4.7258], [1.3185, -1.0525, 3.4147], [1.7962, -0.0311, 2.7194], [2.1832, 7.9976, -0.1699], [3.4887, 7.2412, 0.7625], [1.8798, 6.4981, 0.7266], [3.7271, 6.7405, -1.7007], [2.1135, 6.0214, -1.6915], [4.4491, 4.9778, -0.2562], [4.6934, 3.5102, 2.6598], [5.1421, 2.1382, 3.6906], [3.9088, 3.2763, 4.2278], [3.7812, 1.1926, 5.2026], [2.8399, -0.7091, 6.4104], [1.1876, -2.2355, 5.2112], [0.6114, -1.6964, 2.8809], [0.0100, -3.3537, -4.0647], [0.0273, -1.9222, -3.0003], [-0.8812, -0.8127, -4.0972], [1.4272, -1.4017, -2.9501], [-1.0300, -3.5889, -4.2910], [0.4373, -4.1833, -3.4879], [0.5729, -3.1184, -4.9689], [-1.9188, -1.1341, -4.1871], [-0.3818, -0.7875, -5.0661], [-0.8597, 0.1757, -3.6399], [-3.8777, -0.5303, -2.2161], [-3.2241, -1.1750, -1.3121], [-2.6302, -0.5180, -0.2782], [-1.9392, -1.2012, 0.6988], [-1.8127, -2.5821, 0.6286], [-2.4230, -3.2410, -0.4244], [-3.1306, -2.5254, -1.3690], [-2.7568, 0.5534, -0.3093], [-1.4964, -0.6297, 1.5083], [-1.2434, -3.1417, 1.3570], [-2.3272, -4.3131, -0.5300], [-3.6349, -2.9620, -2.2174], [-0.5378, -8.3289, -2.5289], [-1.1780, -6.7010, -1.7915], [-2.4024, -7.3573, -0.4524], [-2.3950, -5.9467, -3.0569], [0.1324, -5.5728, -1.3963], [-1.3585, -9.0113, -2.7733], [0.1041, -8.8324, -1.7996], [0.0539, -8.1565, -3.4296], [-3.1316, -8.0566, -0.8802], [-2.9621, -6.5570, 0.0408], [-1.8464, -7.8794, 0.3326], [-3.2848, -6.5636, -3.2172], [-1.9088, -5.7885, -4.0226], [-2.7394, -4.9692, -2.7013], [1.0609, -5.8945, -0.9238], [-0.0579, -4.5134, -1.2101]]
}